C2FNO2 | ωB97M-V with the def2-TZVPD basis set

The geometry in XYZ format:
```
6
Properties=species:S:1:pos:R:3:forces:R:3:lowdin_charge:R:1
O 0.931297 -1.837041 0.000021 0.162 0.004 0.000 0.205
C 0.463427 -0.765565 -0.000031 0.609 -1.980 0.000 -0.288
C 0.463224 0.765680 0.000007 0.609 1.979 0.000 -0.288
O 0.930910 1.837226 0.000009 0.162 -0.003 0.000 0.205
N -0.638036 -0.000083 -0.000017 -3.187 0.000 0.000 0.210
F -2.150821 -0.000218 0.000010 1.645 0.000 0.000 -0.044
```
Forces are in eV/Å.

Calculated values
Orbital gap   0.3858 hartree
SMILES   O=c1c(=O)n1F
HOMO level   -11.4 eV
ΔE to the lowest compared entry with this formula, charge and spin   424.9 kJ/mol

---

C19H40Cl2F15N4O11S | ωB97M-V with the def2-TZVPD basis set

The geometry in XYZ format:
```
92
Properties=species:S:1:pos:R:3:forces:R:3:lowdin_charge:R:1
N -5.294944 3.749898 0.993224 1.270 -0.114 0.708 0.363
H -5.225464 4.671678 0.586284 -0.983 0.154 -0.825 0.156
H -4.669704 3.114578 0.518304 0.487 -0.600 -0.733 0.157
H -6.188164 3.287288 1.084074 -0.952 0.265 -0.269 0.172
H -4.890274 3.876048 1.909974 -0.141 -0.373 0.694 0.142
N -1.611544 6.552718 1.903534 -0.890 -0.320 -0.669 0.358
H -2.252894 6.097188 2.536984 -0.195 -0.349 0.191 0.146
H -1.165254 5.880478 1.296064 1.318 -1.291 0.331 0.131
H -1.025084 7.168388 2.448624 0.554 0.460 -0.178 0.166
H -2.157764 7.000358 1.181484 -0.590 1.352 0.130 0.160
N -1.080994 3.541198 5.795564 -0.590 0.453 -1.452 0.365
H -1.256874 3.612628 6.787564 0.379 0.043 0.623 0.172
H -1.943134 3.684338 5.289274 -0.863 -0.557 0.195 0.141
H -0.694214 2.661488 5.484764 0.520 -0.933 0.219 0.157
H -0.530274 4.273688 5.370994 1.096 0.352 0.764 0.151
N 1.815546 7.014918 -1.012746 -0.835 0.562 0.575 0.363
H 1.347306 6.485508 -1.734246 0.010 -0.465 -0.784 0.161
H 2.775676 7.240508 -1.230336 0.735 -0.327 -0.133 0.171
H 1.681376 6.542738 -0.130056 0.740 -0.785 0.265 0.144
H 1.333506 7.891218 -0.871896 -0.205 0.706 -0.481 0.151
C 1.002966 0.987078 -0.469916 -1.389 1.082 1.580 -0.688
F 2.209656 1.212978 -0.004456 1.028 0.500 -0.367 0.154
F 0.910296 1.172388 -1.777556 0.148 0.448 0.210 0.159
F 0.694916 -0.243012 -0.191076 -0.475 -1.331 0.075 0.174
S -0.212484 2.113998 0.585274 -1.370 -1.463 -1.189 0.411
O 0.124976 2.009618 1.984594 0.679 0.107 0.473 -0.364
O -0.079494 3.434028 0.014064 0.952 2.524 -0.234 -0.418
O -1.539954 1.611468 0.276044 -0.257 -0.459 0.104 -0.373
C -2.737134 1.389038 -5.488586 1.053 1.374 -0.193 -0.033
C -1.880534 2.553708 -4.898396 0.885 -0.643 0.848 -0.170
O -0.758144 2.858778 -5.783956 1.373 0.322 -0.547 0.012
C 0.300706 3.646338 -5.483926 -2.797 1.663 2.263 -0.319
O 0.404946 4.345758 -4.459596 0.083 -1.937 -2.376 0.076
C 1.280696 3.726268 -6.672246 0.499 -0.725 -1.086 -0.538
F 2.106426 4.763548 -6.576736 -0.589 0.205 0.085 0.175
F 2.044366 2.631668 -6.622926 0.055 -0.397 0.078 0.169
F 0.678746 3.732938 -7.888446 0.243 0.335 1.357 0.167
H -2.980974 1.633828 -6.522376 -0.433 0.049 0.129 0.083
H -3.619324 1.252298 -4.863176 0.000 -0.001 -0.199 0.077
H -2.163044 0.464348 -5.547566 0.063 0.098 0.328 0.081
H -1.426484 2.239998 -3.958436 0.033 -0.239 0.119 0.109
H -2.370384 3.487638 -4.622846 -0.443 -0.021 -0.644 0.116
C 1.108146 -2.198362 6.684564 -0.082 1.484 -0.071 -0.041
C 0.983446 -1.560912 5.309634 -0.148 0.538 0.051 -0.192
O 2.252596 -1.024602 4.858384 2.587 0.679 -1.031 0.017
C 2.729046 0.201448 5.188874 -6.156 0.233 2.466 -0.307
O 2.016246 0.947988 5.905254 2.165 -1.229 -1.646 0.053
C 4.008636 0.745018 4.589914 -0.130 -0.984 0.477 -0.506
F 3.728916 2.005868 4.130664 1.053 -1.465 0.353 0.138
F 4.926376 0.747448 5.589414 -0.483 0.645 -1.319 0.174
F 4.392826 -0.083552 3.620484 0.435 1.081 -0.015 0.189
H 0.085006 -2.247592 7.057214 0.132 -0.580 0.277 0.085
H 1.617366 -1.440942 7.280484 -0.043 -0.082 0.360 0.076
H 1.690866 -3.113962 6.785634 -0.397 -0.058 -0.463 0.094
H 0.293276 -0.719412 5.249284 -0.110 0.142 0.759 0.102
H 0.558836 -2.225592 4.557304 0.927 -0.259 -0.269 0.127
C 3.951116 -5.135482 1.310944 -0.953 1.583 1.775 -0.093
C 4.963006 -5.720802 0.387714 -0.731 -1.168 -0.765 -0.165
O 4.972606 -7.177772 0.643454 0.432 -1.013 -0.039 0.004
C 5.673286 -8.022952 -0.156426 2.424 5.672 -3.670 -0.299
O 6.406646 -7.561642 -1.085346 -2.563 -2.318 3.488 0.101
C 5.446196 -9.491382 0.043714 -0.291 0.085 0.626 -0.577
F 4.542946 -9.638732 1.024564 -0.191 -0.646 -0.467 0.164
F 5.028506 -10.004502 -1.114366 -0.199 -0.227 0.523 0.188
F 6.559236 -10.097372 0.422204 0.236 -0.215 -0.099 0.195
H 2.937826 -5.536782 1.328194 0.306 -0.844 -0.418 0.083
H 3.709676 -4.090472 1.116584 0.462 0.274 -0.961 0.070
H 4.203126 -4.984902 2.360664 0.602 -0.843 0.174 0.074
H 5.964616 -5.292582 0.426694 -0.110 -0.202 0.145 0.133
H 4.526166 -5.586532 -0.601856 0.575 -0.130 -0.331 0.126
C -4.134404 -3.360762 0.307444 -0.243 -1.116 0.217 -0.062
C -4.785954 -2.052282 -0.111536 1.727 -0.238 1.006 -0.250
O -6.120364 -2.290992 -0.479516 -2.632 1.676 -1.094 0.019
C -6.836044 -1.192212 -0.970786 3.012 -1.957 -0.373 -0.307
O -6.308264 -0.138842 -1.240316 -0.842 -0.347 0.798 0.118
C -8.284204 -1.510332 -1.430416 1.641 -3.146 0.424 -0.544
F -8.707994 -2.791132 -1.043796 0.634 2.454 -0.644 0.126
F -9.021674 -0.604412 -0.896366 -1.820 1.076 0.396 0.219
F -8.278474 -1.451082 -2.757566 -0.490 0.035 0.195 0.194
H -4.621144 -3.797232 1.179624 -0.338 0.124 -0.009 0.080
H -3.087384 -3.327962 0.608714 0.065 0.775 -0.224 0.079
H -4.164094 -4.142102 -0.451976 -0.204 0.221 -0.278 0.086
H -4.174874 -1.575872 -0.878166 -0.443 0.131 -0.267 0.126
H -4.784764 -1.423392 0.778744 -0.019 0.421 -0.068 0.116
Cl 4.756126 -3.094212 -4.628556 0.142 0.032 -0.004 0.591
C 3.609196 -1.837122 -4.228526 -1.836 0.859 0.316 -0.692
C 2.131016 -2.281082 -4.418706 1.002 0.382 -1.770 -0.722
Cl 1.732656 -3.776042 -3.655116 -0.438 -0.792 1.020 0.572
H 3.708496 -0.970712 -4.882426 0.390 -0.154 -0.225 0.067
H 3.746336 -1.445532 -3.220586 0.298 -0.436 0.127 0.062
H 2.008996 -2.492032 -5.481116 0.143 0.012 -0.126 0.060
H 1.382696 -1.507132 -4.248116 0.297 0.111 0.685 0.063
```
Forces are in eV/Å.

Calculated values
Orbital gap   0.1115 hartree
HOMO level   -13.8 eV
ΔE to the lowest compared entry with this formula, charge and spin   206.8 kJ/mol
Total charge   +3

---

C2H2O3S | ωB97M-V with the def2-TZVPD basis set

The geometry in XYZ format:
```
8
Properties=species:S:1:pos:R:3:forces:R:3:lowdin_charge:R:1
C -1.706336 -1.332388 -0.044495 3.042 3.651 -5.577 0.205
C -0.655746 1.329065 1.713437 1.179 -0.582 0.449 -0.591
O -1.424440 -1.221616 -1.153531 -0.691 -0.705 3.210 0.269
O 1.056602 3.091615 2.052561 0.878 1.415 0.489 -0.662
O -1.115398 0.154527 1.455967 -1.447 -1.463 -0.693 -0.268
S 0.959356 1.684970 1.633983 -0.845 -0.568 -0.626 0.861
H -2.177741 -1.584653 0.797782 -1.644 -1.234 3.492 0.095
H -1.163215 2.132650 2.298660 -0.473 -0.513 -0.745 0.090
```
Forces are in eV/Å.

Calculated values
Orbital gap (alpha / beta)   0.1989 / 0.1993 hartree
HOMO level (alpha / beta)   -7.2 / -7.2 eV
ΔE to the lowest compared entry with this formula, charge and spin   517.6 kJ/mol

---

C4H10NOS | ωB97M-V with the def2-TZVPD basis set

The geometry in XYZ format:
```
17
Properties=species:S:1:pos:R:3:forces:R:3:lowdin_charge:R:1
C 1.402921 -1.319141 -1.997601 -1.042 -0.671 3.491 -0.453
C 0.678800 -0.613131 -0.682798 -3.984 -1.470 -2.007 -0.459
C -0.720575 -1.252920 -0.214154 0.538 -0.247 -3.225 -0.743
S -1.638057 -0.445291 1.083339 -0.954 -0.526 0.603 0.153
N 0.332065 0.772609 -0.747050 -0.702 1.289 -1.839 -0.110
C 0.986298 1.761346 0.072940 -1.840 -1.026 0.860 -0.326
O 0.544663 1.560346 1.464971 2.202 1.215 1.153 -0.244
H 1.125427 -0.507157 -2.634930 1.531 0.493 -1.286 -0.028
H 2.373039 -1.599434 -1.388720 -0.986 0.691 -2.687 -0.008
H 0.900929 -2.225392 -2.498975 0.522 0.992 1.157 -0.048
H 1.279065 -0.774223 0.087020 2.956 -0.631 3.497 0.046
H -1.309599 -1.356642 -1.179362 0.043 1.241 0.483 0.045
H -0.613850 -2.301478 -0.239381 0.658 -1.687 1.509 0.000
H -0.378511 1.332292 1.757164 0.809 -0.345 -1.991 -0.036
H -0.717568 0.702404 -0.593626 1.735 1.543 -0.012 0.037
H 2.133721 1.709997 -0.029468 -1.753 -0.195 0.622 0.095
H 0.649827 2.796321 -0.173881 0.268 -0.665 -0.327 0.077
```
Forces are in eV/Å.

Calculated values
Orbital gap (alpha / beta)   0.0677 / 0.2267 hartree
Spin multiplicity   2
<S²>   0.751
HOMO level (alpha / beta)   4.2 / -0.1 eV
ΔE to the lowest compared entry with this formula, charge and spin   247.1 kJ/mol
Total charge   -2

---

CH5N2O2 | ωB97M-V with the def2-TZVPD basis set

The geometry in XYZ format:
```
10
Properties=species:S:1:pos:R:3:forces:R:3:lowdin_charge:R:1
C -0.854858 0.920379 -0.542011 0.313 -0.135 -0.186 -0.022
N 1.544212 -0.522634 0.418554 -0.253 -0.881 -0.500 -0.245
N -1.365992 0.194207 0.415850 1.694 -0.042 -0.084 -0.270
O -2.508694 -0.450091 0.412876 0.680 0.356 0.179 -0.268
O 1.299232 -0.233718 -0.994715 0.907 -0.519 0.896 -0.551
H -1.355404 0.981854 -1.538865 0.000 -0.033 1.239 0.086
H 0.212563 1.273983 -0.497898 -1.340 -0.576 0.315 0.052
H 2.591144 -0.659754 0.537449 -1.719 -0.179 -0.170 0.030
H 1.037620 -1.449801 0.629019 1.454 1.312 -0.444 0.042
H -0.599824 -0.054425 1.159744 -1.737 0.697 -1.245 0.145
```
Forces are in eV/Å.

Calculated values
Orbital gap (alpha / beta)   0.2553 / 0.2553 hartree
HOMO level (alpha / beta)   -2.2 / -2.2 eV
ΔE to the lowest compared entry with this formula, charge and spin   667.5 kJ/mol
Total charge   -1

---

C26H34MnN9OS | ωB97M-V with the def2-TZVPD basis set

The geometry in XYZ format:
```
72
Properties=species:S:1:pos:R:3:forces:R:3:lowdin_charge:R:1
Mn 0.262578 -0.547221 0.698276 -0.021 -0.343 0.547 0.610
N 0.031471 -3.750635 -0.053187 0.110 -0.001 0.002 0.191
C -1.139645 -3.283670 0.429908 -0.011 -0.021 0.054 -0.415
N -2.124728 -4.131071 0.625642 0.004 0.010 -0.021 0.205
C -3.280270 -3.611721 1.063524 0.004 0.060 0.014 -0.387
N -4.281250 -4.425107 1.330318 0.012 -0.015 0.035 0.232
N -3.501557 -2.270140 1.218250 -0.038 -0.068 0.037 0.211
C -2.455591 -1.528405 1.036425 0.047 0.149 0.024 -0.274
N -1.212225 -1.954413 0.723210 -0.112 0.308 -0.281 0.058
C -2.585835 -0.048433 1.114364 0.084 -0.122 0.038 -0.176
C -3.804620 0.561441 1.343534 -0.027 0.027 -0.011 0.043
C -3.876688 1.946121 1.304336 0.041 -0.009 -0.005 0.014
C -2.724610 2.661792 1.012161 -0.051 -0.020 0.014 -0.007
C -1.544286 1.971757 0.802057 0.088 0.026 -0.009 -0.122
N -1.448507 0.637951 0.877136 -0.046 -0.122 -0.223 0.020
H 0.032551 -4.724910 -0.320107 0.001 -0.008 0.004 0.130
H 0.583232 -3.135451 -0.630644 -0.025 0.030 -0.018 0.087
H -4.165004 -5.420083 1.218666 -0.004 0.001 -0.008 0.140
H -5.164355 -4.056155 1.643514 -0.004 0.000 -0.012 0.137
H -4.670958 -0.057642 1.528542 -0.004 0.005 0.005 0.132
H -4.815810 2.454546 1.476616 -0.001 0.000 0.003 0.136
H -2.737351 3.739986 0.933412 0.000 -0.001 -0.007 0.128
H -0.648256 2.511144 0.510214 0.013 -0.030 0.000 0.100
N 1.546840 2.276953 2.297538 -0.060 -0.024 -0.024 0.235
C 2.555093 1.613600 3.228652 -0.009 0.005 -0.041 -0.241
C 1.825770 0.723662 4.227844 -0.019 -0.003 0.017 -0.077
C 1.467807 -0.682644 3.746301 0.049 0.005 -0.009 -0.307
N 0.278762 -0.711001 2.837742 -0.060 -0.066 -0.085 0.030
C 2.655869 -1.359447 3.067972 -0.043 0.016 -0.036 -0.085
C 3.273491 -0.526665 1.948874 -0.035 0.031 -0.022 -0.307
N 2.370076 -0.516107 0.753088 0.173 0.025 -0.050 0.023
C 3.627235 0.879900 2.430980 0.035 -0.029 0.036 -0.077
H 0.888087 2.849946 2.831008 0.003 0.006 0.002 0.176
H 1.003713 1.571314 1.779527 0.013 0.033 0.012 0.090
H 2.008035 2.888127 1.619094 0.020 -0.003 0.009 0.175
H 3.010838 2.453027 3.752872 0.011 -0.016 0.017 0.166
H 0.948121 1.234474 4.637588 0.000 0.002 -0.007 0.137
H 2.501016 0.602810 5.077685 0.003 0.004 -0.002 0.152
H 1.210139 -1.252374 4.640804 0.022 -0.025 -0.010 0.159
H -0.501501 -0.226452 3.281119 0.045 0.045 0.024 0.116
H -0.030121 -1.684660 2.822436 -0.036 0.012 0.035 0.108
H 2.362944 -2.343668 2.689254 -0.002 0.003 -0.004 0.134
H 3.424553 -1.551041 3.818842 -0.001 0.016 0.011 0.148
H 4.210576 -0.994905 1.642740 0.004 -0.017 0.046 0.160
H 2.427697 -1.462501 0.359676 -0.045 0.005 -0.034 0.114
H 2.786060 0.040434 0.006317 -0.039 0.043 0.010 0.110
H 4.007284 1.500927 1.613540 -0.033 -0.002 -0.018 0.136
H 4.474625 0.766239 3.111417 0.009 0.023 -0.012 0.152
O 0.575308 -0.581762 -1.223203 0.022 0.093 -0.039 -0.598
S -0.548483 -0.203429 -2.240160 -0.098 0.029 -0.072 1.113
C 0.025452 -0.737889 -3.811931 0.002 -0.026 0.065 -0.398
C -0.873970 -1.489777 -4.558054 0.004 -0.050 0.002 -0.072
C -0.496190 -1.916708 -5.823802 0.030 -0.006 -0.017 -0.037
C 0.763808 -1.601889 -6.308418 -0.003 0.012 0.009 -0.022
C 1.659320 -0.855802 -5.542618 -0.020 -0.005 -0.001 -0.034
C 1.292924 -0.410444 -4.287896 0.004 0.020 -0.004 -0.058
C -0.424153 1.569973 -2.335574 0.011 -0.029 0.009 -0.400
C 0.754756 2.230517 -2.012211 0.036 -0.022 -0.014 -0.104
C 0.790758 3.615299 -2.092256 0.000 0.000 -0.019 -0.060
C -0.342022 4.321107 -2.488382 -0.016 -0.018 -0.001 -0.039
C -1.510237 3.645642 -2.814130 0.004 0.004 0.001 -0.036
C -1.558641 2.259201 -2.734944 -0.022 0.015 0.018 -0.065
H -1.851067 -1.737449 -4.161912 -0.005 0.014 -0.003 0.114
H -1.182673 -2.496664 -6.424578 -0.001 0.002 -0.002 0.125
H 1.057438 -1.937161 -7.294002 -0.001 0.001 -0.003 0.127
H 2.637559 -0.618188 -5.937220 0.001 0.004 0.005 0.124
H 1.976154 0.180759 -3.692346 0.000 0.009 -0.014 0.110
H 1.638901 1.663853 -1.744495 -0.016 0.019 0.018 0.096
H 1.711090 4.148216 -1.888666 -0.002 -0.008 0.012 0.116
H -0.305473 5.399573 -2.564490 0.003 0.001 0.001 0.124
H -2.383422 4.195552 -3.138248 0.000 0.001 0.000 0.126
H -2.468426 1.727808 -2.989534 0.001 -0.003 0.002 0.125
```
Forces are in eV/Å.

Calculated values
Orbital gap (alpha / beta)   0.3033 / 0.3028 hartree
Spin multiplicity   2
<S²>   0.821
HOMO level (alpha / beta)   -16.6 / -16.5 eV
ΔE to the lowest compared entry with this formula, charge and spin   7.5 kJ/mol
Total charge   +3

---

Which of these has the highest ΔE to the lowest compared entry with this formula, charge and spin? CH5N2O2

---

Among the records above, which one has the highest ΔE to the lowest compared entry with this formula, charge and spin? CH5N2O2

---

Which of these has the lowest ΔE to the lowest compared entry with this formula, charge and spin? C26H34MnN9OS

---

Which value of ΔE to the lowest compared entry with this formula, charge and spin does entry 6 give? 7.5 kJ/mol